ORCA calculation (ωB97M-V with the def2-TZVPD basis set) on a 2-piece molecular cluster, C3H10N2S overall at a distorted geometry.

**2S+1**: 1
**Calculated total energy**: -17081.86982 eV
**Net charge**: 0

Structure (XYZ):
```
16
C3H10N2S ωB97M-V with the def2-TZVPD basis set
S -1.2293 0.8719 1.3111
N 1.5132 0.5166 -1.9707
N 1.1838 -1.6642 -0.7519
C 0.4227 0.6674 -1.0848
C 0.6978 -0.4649 -0.0749
C -0.7140 -0.7280 0.6040
H 0.5418 1.6045 -0.5217
H 1.5343 1.0465 -2.8196
H -1.3641 -1.1924 -0.1698
H -3.0505 -0.3150 3.1007
H 2.1233 -1.8077 -0.3986
H -0.6052 0.5392 -1.3309
H 1.4562 -0.0657 0.5660
H -3.3815 -0.6986 3.5590
H 1.7290 -0.4687 -1.9980
H -0.6324 -1.4062 1.4277
```

***

ORCA calculation (ωB97M-V with the def2-TZVPD basis set) on one molecule with the formula C4H9NO2.

**Structure (SMILES)**: CN(O)[C@]1(C)CO1
**2S+1**: 1
**Calculated total energy**: -9876.08628 eV
**Net charge**: 0

Structure (XYZ):
```
16
C4H9NO2 ωB97M-V with the def2-TZVPD basis set
O 1.0363 -0.9859 0.6965
O -0.7346 1.7332 -0.1134
N -0.0764 0.6237 -0.7353
C -0.1949 -0.4891 0.2046
C 0.2110 -0.2326 1.5820
C 1.3163 1.0060 -0.9889
C -1.2076 -1.5490 -0.1456
H -1.3193 2.0584 -0.8108
H -1.0467 -1.9097 -1.1663
H 1.6968 0.3997 -1.8170
H 0.5545 0.7748 1.8168
H 1.9873 0.8672 -0.1316
H -2.2296 -1.1649 -0.0692
H 1.3112 2.0573 -1.2747
H -1.0904 -2.3874 0.5474
H -0.2138 -0.8017 2.4056
```

***

So what do the calculations give for frontier orbital gap? Going down the list: 4.68; 10.14 eV.
So what do the calculations give for relative energy (zero: lowest compared OMol25 entry of this formula, charge and spin)? Going down the list: 649.8; 383.5 kJ/mol.